{"formula": "C33H86N2O11", "method": "the ωB97M-V functional and the def2-TZVPD basis", "species": ["C", "O", "C", "C", "N", "C", "C", "O", "C", "H", "H", "H", "H", "H", "H", "H", "H", "H", "H", "H", "H", "H", "H", "H", "C", "O", "C", "C", "N", "C", "C", "O", "C", "H", "H", "H", "H", "H", "H", "H", "H", "H", "H", "H", "H", "H", "H", "H", "C", "C", "C", "O", "H", "H", "H", "H", "H", "H", "H", "H", "C", "C", "C", "O", "H", "H", "H", "H", "H", "H", "H", "H", "C", "C", "C", "O", "H", "H", "H", "H", "H", "H", "H", "H", "C", "C", "C", "O", "H", "H", "H", "H", "H", "H", "H", "H", "C", "C", "C", "O", "H", "H", "H", "H", "H", "H", "H", "H", "C", "C", "C", "O", "H", "H", "H", "H", "H", "H", "H", "H", "C", "C", "C", "O", "H", "H", "H", "H", "H", "H", "H", "H"], "xyz": [[0.3512, -0.0676, -4.4298], [0.8754, 0.8801, -3.4937], [1.3015, 2.0933, -4.0796], [2.0730, 2.9888, -3.0873], [3.1683, 2.4178, -2.3889], [4.1037, 3.1706, -1.5520], [3.4180, 4.4553, -0.7675], [2.4525, 4.0538, 0.1751], [1.7489, 5.1495, 0.6760], [-0.3899, 0.3358, -5.1198], [-0.0211, -0.8813, -3.8074], [1.2448, -0.5353, -4.8433], [0.4958, 2.7163, -4.4680], [1.9018, 1.8618, -4.9595], [1.4191, 3.2922, -2.2696], [2.3692, 3.8728, -3.6520], [2.8301, 1.5682, -1.9600], [5.0065, 3.5550, -2.0267], [4.5295, 2.4918, -0.8131], [3.1159, 5.1406, -1.5594], [4.2423, 5.0190, -0.3305], [2.4846, 5.8622, 1.0487], [1.2018, 5.0919, 1.6170], [1.2418, 5.7708, -0.0622], [-7.6512, -0.1389, 3.4279], [-7.9243, 0.1742, 2.1078], [-6.8294, 0.6222, 1.3242], [-5.8721, -0.4263, 0.7823], [-4.9138, -0.8655, 1.8335], [-3.9823, 0.2002, 2.2608], [-3.0836, -0.2639, 3.4533], [-1.7987, -0.5583, 2.9410], [-0.8025, -0.7935, 3.9467], [-7.2768, -1.1512, 3.5803], [-8.5265, -0.0624, 4.0730], [-6.9936, 0.5735, 3.9261], [-6.3774, 1.5093, 1.7678], [-7.3707, 1.1006, 0.5079], [-5.3801, 0.0729, -0.0525], [-6.4314, -1.2496, 0.3380], [-4.4140, -1.6632, 1.4675], [-4.5507, 1.0543, 2.6290], [-3.3593, 0.4313, 1.3967], [-3.4403, -1.1055, 4.0472], [-3.0279, 0.5818, 4.1387], [-0.9005, -0.0431, 4.7312], [0.2217, -0.8090, 3.5740], [-1.0547, -1.7169, 4.4679], [0.2481, 1.3728, 0.0047], [0.5523, -0.1210, -0.2033], [-0.6491, -1.0102, -0.5128], [1.5264, -0.0905, -1.2146], [1.1067, 1.9998, 0.2447], [-0.4385, 1.4423, 0.8484], [-0.2711, 1.7654, -0.8696], [1.0888, -0.3429, 0.7192], [-1.4085, -0.6433, 0.1777], [-0.4682, -2.0559, -0.2639], [-0.9542, -0.9101, -1.5544], [1.1973, 0.2276, -2.0585], [-3.2542, -1.1902, -4.2079], [-3.0263, -2.4182, -5.0441], [-2.3283, -3.5492, -4.2299], [-4.2697, -2.8046, -5.4975], [-3.7853, -1.5120, -3.3121], [-3.8011, -0.3568, -4.6488], [-2.3054, -0.8065, -3.8327], [-2.4473, -2.2957, -5.9594], [-2.9050, -3.7995, -3.3395], [-1.3859, -3.0778, -3.9509], [-2.1826, -4.4407, -4.8400], [-4.5544, -3.5375, -4.9466], [2.0310, -5.2937, 0.8726], [1.5969, -5.0907, 2.3060], [1.2400, -3.6400, 2.5531], [0.5155, -5.8670, 2.6475], [1.9497, -6.3203, 0.5155], [3.0744, -5.0314, 0.6976], [1.3290, -4.7216, 0.2659], [2.4234, -5.3737, 2.9578], [0.2797, -3.3670, 2.1157], [1.9551, -2.9043, 2.1851], [1.2158, -3.4318, 3.6227], [0.9292, -6.6782, 2.9515], [2.5026, 2.8028, 4.3452], [1.1874, 3.6046, 4.5633], [0.0638, 3.0688, 3.7401], [0.9575, 3.4978, 5.9758], [2.3008, 1.7673, 4.6191], [3.2744, 3.2829, 4.9468], [2.8452, 2.7751, 3.3108], [1.4744, 4.5825, 4.1766], [0.3380, 2.7525, 2.7337], [-0.6821, 3.8466, 3.5767], [-0.4767, 2.1969, 4.1088], [1.6279, 4.0319, 6.4080], [4.5640, -2.7125, -2.0531], [3.5425, -3.7067, -2.6456], [2.2160, -3.0358, -3.0375], [4.1488, -4.1696, -3.8185], [5.5872, -3.0466, -1.8814], [4.2149, -2.4056, -1.0672], [4.6263, -1.8423, -2.7064], [3.3276, -4.5746, -2.0221], [1.7098, -2.5679, -2.1931], [1.5920, -3.8541, -3.3967], [2.2027, -2.3129, -3.8532], [3.6502, -4.9339, -4.1164], [-4.2810, 3.0472, -0.6178], [-2.9610, 2.9012, -1.4683], [-2.8578, 1.4949, -2.1101], [-3.1711, 3.8511, -2.5032], [-4.3046, 2.4689, 0.3058], [-5.1678, 2.8473, -1.2193], [-4.4421, 4.0817, -0.3146], [-2.0722, 3.2110, -0.9186], [-1.8381, 1.3503, -2.4669], [-3.5199, 1.3446, -2.9628], [-3.0389, 0.7763, -1.3108], [-2.8988, 4.7245, -2.2122], [4.1546, -0.1248, 2.4108], [4.9983, -1.3316, 1.9280], [5.8858, -1.0770, 0.7069], [5.8212, -1.7280, 3.0116], [3.4911, 0.2591, 1.6359], [4.7571, 0.7357, 2.7018], [3.4678, -0.3194, 3.2345], [4.3578, -2.1917, 1.7330], [6.1146, -2.1014, 0.4130], [6.8043, -0.5422, 0.9488], [5.3696, -0.4829, -0.0471], [5.2875, -2.1447, 3.6921]], "forces_ev_per_a": [[1.12, -0.89, 0.86], [-0.59, 1.46, -0.29], [0.46, -0.34, 0.06], [-0.08, 0.33, -1.53], [0.02, 0.83, 1.17], [-0.53, 0.74, 1.61], [0.87, -1.21, -0.99], [0.16, -0.94, -1.15], [1.02, 2.76, 0.87], [0.19, -0.01, 0.05], [-0.61, 0.22, -0.07], [-0.24, 0.19, -1.08], [-0.45, -0.07, 0.25], [0.47, 0.04, 0.00], [-0.51, 0.18, 0.32], [0.09, 0.16, 0.23], [0.32, -1.38, 0.43], [-0.42, 0.22, -0.86], [-0.44, -0.23, 0.05], [-0.98, -0.02, -0.06], [0.32, -0.39, 0.51], [0.60, 0.36, -0.06], [-0.54, -1.48, -0.49], [-0.57, -0.61, -0.33], [0.09, -0.26, 1.58], [0.07, -0.04, -0.30], [-1.57, 0.43, -0.60], [0.38, 0.77, 1.08], [-0.88, 0.22, -0.35], [-0.22, -1.92, 0.64], [0.14, 0.69, -0.68], [1.25, 0.04, -0.33], [-1.48, 0.00, 0.55], [0.32, -0.03, -0.22], [-0.61, -0.04, -0.56], [0.63, 0.14, -0.29], [0.56, -0.26, 0.56], [0.19, -0.28, -0.60], [0.44, 0.12, -0.33], [0.04, -0.19, 0.42], [0.31, -0.03, 0.18], [0.02, -0.02, -0.40], [0.42, 0.69, 0.18], [-0.51, -0.20, -0.31], [0.26, 0.20, 0.25], [0.25, 0.42, -0.01], [-0.32, -0.01, -0.42], [0.32, -0.42, -0.11], [-1.57, -0.41, 0.52], [0.61, 2.04, 0.06], [0.51, 0.55, 0.92], [2.08, -1.17, -0.21], [0.25, -0.38, -0.13], [-0.24, 0.31, 0.10], [-0.02, 0.17, -0.13], [-0.11, -0.96, -0.03], [-0.47, -0.27, -0.22], [0.13, 0.01, -0.19], [-0.13, 0.07, 0.06], [-0.66, -0.03, -0.06], [1.00, 0.38, 0.91], [0.53, -0.72, 0.26], [-0.27, 1.38, -0.64], [-1.65, -1.10, -0.61], [-0.27, 0.05, 0.05], [-0.01, -0.35, -0.39], [0.14, 0.22, 0.00], [0.41, 0.62, 0.10], [0.02, 0.03, 0.10], [0.31, -0.60, 0.31], [0.14, 0.11, 0.03], [-0.38, -0.07, -0.11], [-0.24, -0.29, -0.64], [1.58, 1.18, -0.32], [0.17, 0.69, 0.60], [-1.05, -1.08, 0.46], [-0.13, -0.22, 0.36], [-0.09, 0.50, -0.01], [0.29, 0.18, -0.42], [0.34, 0.20, 0.16], [-0.15, -0.24, 0.00], [0.34, -0.27, -0.41], [-0.38, -0.16, 0.12], [-0.65, -0.41, 0.06], [-0.72, -0.02, -0.33], [2.45, -1.58, -0.13], [-1.40, 0.04, -0.56], [-0.82, 0.71, -0.82], [0.33, 0.00, 0.36], [0.15, -0.40, 0.11], [-0.07, 0.26, -0.21], [-0.58, 0.70, 0.59], [0.62, 0.19, -0.03], [-0.24, 0.02, 0.17], [0.26, 0.04, 0.61], [0.03, 0.02, 0.17], [-0.79, -0.11, 0.65], [0.66, 1.46, -0.43], [-0.58, -0.60, 0.58], [0.48, -0.68, -0.92], [-0.17, -0.61, -0.37], [-0.19, 0.30, -0.05], [-0.10, 0.08, -0.01], [0.03, 0.24, 0.57], [0.01, -0.06, 0.17], [-0.36, -0.03, 0.03], [0.86, 0.05, 0.01], [0.06, -0.11, -0.28], [0.77, 0.02, 0.27], [-2.59, 0.14, -0.03], [0.69, 0.98, 0.80], [0.72, 0.16, -1.20], [0.05, -0.29, -0.09], [0.22, -0.47, -0.19], [0.41, 0.20, 0.03], [0.05, -0.48, 0.33], [0.11, -0.14, -0.11], [-0.25, 0.24, 0.33], [-0.09, -0.27, -0.22], [-0.10, 0.01, 0.11], [-0.28, 0.23, -0.75], [-0.63, 1.04, 1.10], [-0.29, -0.33, 0.90], [0.90, -0.12, 0.03], [-0.06, -0.11, -0.46], [0.39, -0.20, 0.09], [0.27, -0.47, 0.23], [-0.44, 0.15, -0.46], [0.40, 0.39, -0.76], [-0.02, -0.10, 0.31], [-0.15, -0.43, -0.18], [-0.09, 0.02, 0.00]], "charge": 1, "multiplicity": 2, "orbital_gap_ev": [7.92, 3.12], "total_energy_ev": -61104.4561, "lumo_energy_ev": [-2.44, -7.25]}